1.
The following is a quantum chemistry calculation of C20H12BiCl3N7O4S3Si as an isolated structure at a distorted geometry, from the Open Molecules 2025 dataset.

Geometry as ORCA input:
```
! RIJCOSX wB97M-V def2-TZVPD def2/J DEFGRID3
* xyz -1 1
Bi -0.82294 1.75159 -0.25312
N -1.51573 -3.08236 1.21792
C -1.17209 -3.39682 -0.08112
C -1.28456 -4.55723 -0.83914
C -0.84707 -4.48434 -2.14818
C -0.31764 -3.30032 -2.68530
C -0.20280 -2.15170 -1.92692
C -0.63795 -2.21206 -0.60435
N -0.66736 -1.21688 0.35740
C -1.18931 -1.76474 1.42090
C -1.44422 -1.06784 2.68134
C -2.02740 -1.59480 3.79519
S -2.18323 -0.40095 5.00521
C -1.43541 0.73541 3.94434
N -1.10195 0.25867 2.79346
H -1.95817 -3.68921 1.88029
H -1.70480 -5.47151 -0.43725
H -0.92245 -5.35918 -2.78277
H -0.00777 -3.28318 -3.72277
H 0.19696 -1.23156 -2.33850
H -2.37393 -2.60362 3.96961
H -1.28770 1.76832 4.23770
C 3.03409 0.70205 2.56941
C 3.20589 0.95205 1.11170
N 2.24170 1.22010 0.26140
C 2.82290 1.35878 -0.97099
C 4.18470 1.16103 -0.85564
N 4.39243 0.90563 0.47148
C 5.39529 1.19601 -1.71868
O 5.22892 1.42326 -2.98830
O 6.48219 1.00822 -1.20223
C 2.00321 1.63392 -2.19846
O 2.61602 1.79311 -3.27531
O 0.73461 1.67691 -2.12699
H 1.97707 0.79140 2.80238
H 3.59167 1.42558 3.16716
H 3.37162 -0.30162 2.83489
H 5.31509 0.74290 0.84040
H 4.22130 1.54279 -3.19551
S -3.23879 2.41741 0.77581
C -4.18006 1.39976 -0.27945
C -5.49680 1.07721 0.19828
N -6.55629 0.85242 0.59057
C -3.77735 0.91135 -1.48197
S -2.27661 1.31699 -2.31201
C -4.62377 -0.01194 -2.17937
N -5.29299 -0.78021 -2.71786
Cl -0.77253 5.16668 1.38251
Si -0.32435 4.37629 -0.50755
Cl -1.10225 5.73540 -1.84038
Cl 1.73060 4.66082 -0.63925
*
```

## Properties
HOMO level	-5.05	eV

=====

2.
The following is a quantum chemistry calculation of a 2-piece molecular cluster, C20H12ClF4NO4S overall at a distorted geometry, from the Open Molecules 2025 dataset.

Geometry as ORCA input:
```
! RIJCOSX wB97M-V def2-TZVPD def2/J DEFGRID3
* xyz 0 1
F -4.37488 -0.80228 -3.85893
C -3.22959 -0.03270 -3.76373
C -2.56073 0.32990 -4.92497
C -1.43577 1.12273 -4.74382
F -0.85912 1.65652 -5.88407
C -0.91467 1.43373 -3.48388
C -1.57380 1.00575 -2.28949
C -1.11515 1.26318 -0.96181
C -2.02620 1.51925 0.13848
C -2.18613 2.82352 0.67700
C -3.25757 3.08311 1.54202
F -3.52848 4.40100 1.88973
C -4.10498 2.10795 2.05129
C -3.86479 0.80446 1.60572
F -4.65066 -0.21981 2.07879
C -2.88274 0.51274 0.67804
C -2.82383 0.33067 -2.48346
H -2.88176 -0.04401 -5.90634
H -0.04587 2.08345 -3.41728
H -0.08431 1.49056 -0.81740
H -1.55167 3.63901 0.32020
H -4.85146 2.30816 2.81331
H -2.78921 -0.52055 0.31847
H -3.45465 0.12564 -1.61403
O 6.89257 -3.34672 2.30926
N 5.71429 -3.64475 2.59587
O 5.47043 -4.59782 3.36277
C 4.64272 -2.86048 2.07376
C 3.34193 -3.12524 2.50828
C 2.37238 -2.15506 2.32186
C 2.71562 -0.94236 1.70822
S 1.43635 0.30342 1.36778
C 0.86730 0.02296 -0.28767
Cl -0.29458 -1.25500 -0.41169
O 0.34106 0.00094 2.25066
O 2.11490 1.58081 1.42205
C 3.99804 -0.74833 1.16239
C 4.97215 -1.71411 1.34094
H 3.12212 -4.05837 3.00579
H 1.35971 -2.34704 2.65098
H 1.76928 -0.11528 -0.90888
H 4.23719 0.15081 0.60208
H 5.97453 -1.57041 0.96173
*
```

## Properties
HOMO level	-8.28	eV

=====

3.
The following is a quantum chemistry calculation of C20H12IrN2O2S2 as an isolated structure at a distorted geometry, from the Open Molecules 2025 dataset.

Geometry as ORCA input:
```
! RIJCOSX wB97M-V def2-TZVPD def2/J DEFGRID3
* xyz -1 1
Ir 1.11889 1.06260 -0.00917
S 1.23337 -1.34254 0.41600
C 0.61909 -1.51386 2.02811
C 0.38027 -2.80293 2.50851
C -0.03501 -3.02961 3.81147
C -0.32850 -4.35638 4.24425
N -0.58307 -5.42639 4.58205
C -0.20196 -1.93184 4.68107
C 0.01000 -0.64930 4.19729
C 0.39298 -0.41633 2.87656
S 0.58728 1.22542 2.34832
C -0.58480 -2.12840 6.04053
N -0.88534 -2.26353 7.14303
H 0.51556 -3.64087 1.83688
H -0.13071 0.19523 4.85998
C 4.32454 3.48845 -1.13028
C 3.14609 2.62499 -0.74376
O 3.16853 1.39218 -1.02085
O 2.17206 3.14705 -0.13954
H 4.64307 3.24764 -2.14214
H 5.14983 3.27949 -0.44879
H 4.05048 4.53732 -1.05019
C -1.43929 -1.21030 -4.49456
C -0.15311 -1.17867 -3.91920
C 0.07845 -0.43389 -2.79726
C -0.94900 0.33862 -2.19953
C -0.71527 1.11948 -1.03082
C -1.73263 1.90801 -0.55537
C -2.99183 1.94553 -1.18750
C -3.25052 1.16296 -2.27655
C -2.23231 0.34013 -2.81185
C -2.45156 -0.47148 -3.95046
H -1.61891 -1.82740 -5.36670
H 0.64753 -1.74724 -4.37575
H 1.05789 -0.41924 -2.33471
H -1.57725 2.51234 0.33013
H -3.75997 2.60022 -0.79254
H -4.22943 1.15813 -2.74280
H -3.44544 -0.49557 -4.38385
*
```

## Properties
relative energy (zero: lowest compared OMol25 entry of this formula, charge and spin)	22.98	kcal/mol
HOMO level	-4.72	eV

=====

4.
The following is a quantum chemistry calculation of C20H13AsCl5LuN6O6S as an isolated structure at a distorted geometry, from the Open Molecules 2025 dataset.

Geometry as ORCA input:
```
! RIJCOSX wB97M-V def2-TZVPD def2/J DEFGRID3
* xyz 0 1
Lu -0.49613 -0.53855 -0.17232
O 1.28373 -0.11456 -1.87068
As 1.65773 -1.85857 -1.60677
O 2.08822 -2.43625 -3.06546
O 0.16610 -2.31648 -0.93777
C 3.05251 -2.02588 -0.33830
C 4.20656 -2.59006 -0.85613
C 5.27888 -2.83772 -0.00918
C 5.19473 -2.52465 1.33812
C 4.03409 -1.96729 1.86827
C 2.96580 -1.71206 1.02728
S 1.44527 -1.15718 1.78654
O 1.13322 0.04882 0.81158
O 1.83065 -0.64106 3.10990
O -1.55732 -1.65197 1.24031
H 1.70134 0.06128 -2.72558
H 4.24956 -2.83355 -1.90876
H 6.18112 -3.28492 -0.40722
H 6.03580 -2.72583 1.98923
H 3.94389 -1.71896 2.91868
Cl -2.42174 1.01607 1.25466
C -1.92943 0.16228 2.69110
C -1.54609 -1.16723 2.46642
C -1.14623 -1.88617 3.59608
Cl -0.65743 -3.52325 3.35656
C -1.06550 -1.28765 4.84705
Cl -0.47228 -2.19672 6.18812
C -1.42808 0.04808 5.02616
Cl -1.30976 0.79694 6.57830
C -1.87386 0.77425 3.93026
Cl -2.35430 2.42747 4.08154
N 0.57358 2.89588 0.65666
C -0.42178 2.98077 -0.22752
N -1.06836 4.14213 -0.33714
C -2.04403 4.15496 -1.23733
N -2.77578 5.27725 -1.33914
N -2.38580 3.13681 -2.06626
C -1.67459 2.05073 -1.85691
N -0.70622 1.87462 -0.96352
C -1.98786 0.86565 -2.72050
C -2.28792 1.03100 -4.05318
C -2.54009 -0.10575 -4.80675
C -2.50765 -1.34852 -4.19672
C -2.19921 -1.41754 -2.85352
N -1.93235 -0.32756 -2.12430
H 1.03697 2.01429 0.83183
H 0.73262 3.67962 1.26383
H -2.56770 6.05801 -0.74502
H -3.52180 5.31856 -2.00747
H -2.31959 2.02691 -4.47257
H -2.75761 -0.02135 -5.86297
H -2.69595 -2.25868 -4.75023
H -2.13992 -2.36641 -2.33926
*
```

## Properties
relative energy (zero: lowest compared OMol25 entry of this formula, charge and spin)	0.00	kcal/mol
HOMO level	-8.25	eV

=====

5.
The following is a quantum chemistry calculation of C20H13MoN4S5 as an isolated structure, from the Open Molecules 2025 dataset.

Geometry as ORCA input:
```
! RIJCOSX wB97M-V def2-TZVPD def2/J DEFGRID3
* xyz 3 1
Mo 0.34273 0.33639 0.37456
C -0.22655 -4.46100 1.11657
C 0.03598 -4.05640 -0.19399
C -0.29142 -2.77695 -0.59716
C -0.88011 -1.90562 0.33089
C -1.17095 -2.31810 1.64095
C -0.83080 -3.59913 2.03013
N -1.20779 -0.57627 -0.07706
C -2.44312 -0.08282 -0.50272
C -3.59376 -0.81497 -0.74049
C -4.70715 -0.10856 -1.17701
C -4.67195 1.27919 -1.36189
C -3.52075 2.01179 -1.11326
C -2.40540 1.30662 -0.68656
N -1.14607 1.81481 -0.32848
N -0.96175 3.04579 -0.29218
C 0.30178 3.35595 0.18722
C 0.69502 4.67529 0.27944
C 1.95560 4.95309 0.78875
C 2.76825 3.90083 1.19111
C 2.31127 2.60379 1.07057
N 1.08822 2.31349 0.57381
H 0.02108 -5.46920 1.42277
H 0.46533 -4.75493 -0.89962
H -0.13923 -2.45126 -1.61935
H -1.66544 -1.63896 2.32661
H -1.04761 -3.93589 3.03455
H -3.62289 -1.88742 -0.60184
H -5.62486 -0.64389 -1.38059
H -5.56261 1.78917 -1.70291
H -3.48830 3.08426 -1.24592
H 0.01326 5.45079 -0.04105
H 2.29692 5.97627 0.87518
H 3.75303 4.07840 1.59997
H 2.92361 1.76911 1.38186
S 6.52727 -2.98290 -1.63120
C 5.16975 -2.30380 -1.18051
S 4.57184 -2.27776 0.49428
C 3.17352 -1.38000 0.22820
C 2.92941 -0.96476 -1.16395
S 1.63987 0.02374 -1.58651
S 4.07912 -1.43747 -2.29213
S 2.14568 -0.94074 1.46901
*
```

## Properties
relative energy (zero: lowest compared OMol25 entry of this formula, charge and spin)	0.00	kcal/mol
HOMO level	-17.56	eV

=====

Number 1: E_tot -4533.2541 hartree, molar mass 853.99 g/mol. Number 2: E_tot -2382.6055 hartree, molar mass 473.83 g/mol. Number 3: E_tot -1930.1583 hartree, molar mass 568.68 g/mol. Number 4: E_tot -7720.6578 hartree, molar mass 892.58 g/mol. Number 5: E_tot -3047.0719 hartree, molar mass 565.63 g/mol.